Entry from the Open Molecules 2025 dataset: a structure of composition C21H25CoN3O2S7 at a distorted geometry (ωB97M-V with the def2-TZVPD basis set).

XYZ file:
```
59
Properties=species:S:1:pos:R:3:forces:R:3
Co -0.846 -0.937 -0.546 2.3625 0.9395 2.5157
C 1.505 3.241 2.381 1.4757 0.7604 0.4091
C 0.386 3.840 1.556 -1.0279 0.2729 0.1825
N -0.738 2.901 1.300 0.9826 0.1182 0.1909
C -1.861 2.990 2.237 -0.1229 0.0003 0.5575
C -1.577 2.344 3.618 0.3805 0.5057 -0.0319
C -0.560 1.913 0.420 -0.9059 -0.0401 0.3649
S -1.977 0.844 0.346 0.9367 -0.3324 -0.8243
N 0.563 1.949 -0.325 -0.1297 0.1936 0.4718
C 1.278 0.948 -0.809 -0.6742 0.3558 -0.3029
O 0.992 -0.280 -0.732 -0.6190 -0.7018 -0.1682
C 2.543 1.267 -1.509 -0.0325 0.9554 0.2682
C 3.401 0.249 -1.881 0.2502 -0.8474 0.1125
C 4.663 0.572 -2.367 -0.2813 -0.4367 -0.3215
C 5.077 1.885 -2.522 1.2489 -0.7634 -1.2415
C 4.166 2.861 -2.274 -0.9487 2.8200 0.7314
C 2.921 2.598 -1.737 -0.3271 -1.2374 -0.0422
H 2.402 3.929 2.296 -0.8451 -0.9047 -0.0217
H 1.787 2.239 2.055 0.0637 0.1557 -0.1252
H 1.304 3.193 3.468 -0.1855 0.0394 -0.6558
H 0.689 4.248 0.585 0.2274 -0.2475 0.3173
H -0.071 4.654 2.131 0.1634 -0.0009 -0.2464
H -2.718 2.454 1.844 0.0426 0.3040 -0.2021
H -2.152 4.042 2.329 0.2729 -0.1461 -0.0272
H -1.662 1.243 3.446 0.3229 0.8239 0.6466
H -2.334 2.726 4.325 0.0233 -0.5488 -0.3354
H -0.606 2.674 4.087 -0.8727 -0.6812 -0.7561
H 3.074 -0.804 -1.759 0.3781 0.8595 -0.0976
H 5.293 -0.209 -2.743 0.3570 -0.3872 0.1650
H 6.069 2.081 -3.002 -1.0194 -0.0306 0.7273
H 4.331 3.948 -2.387 0.5397 -0.7802 -0.2927
H 2.196 3.368 -1.539 0.0884 0.2530 0.1403
S 0.078 -2.228 1.424 0.1516 0.3716 -0.1877
C -1.384 -2.534 2.250 -0.6984 0.1710 -0.5945
N -2.204 -3.464 1.657 -1.7170 1.0436 1.7357
C -3.493 -3.718 2.139 0.7259 0.2098 0.3488
C -3.960 -3.039 3.267 -0.3644 -0.8961 -1.2757
C -3.088 -2.157 3.949 0.1859 0.3892 -0.8973
C -1.854 -1.832 3.400 0.0031 -1.1985 0.1902
H -1.955 -3.642 0.690 0.0297 -0.7603 -0.0410
H -4.040 -4.550 1.651 0.2907 1.0283 0.1299
H -5.050 -3.146 3.492 1.3455 -0.1133 0.2663
H -3.432 -1.673 4.856 0.0421 0.0685 -0.1024
H -1.177 -1.109 3.852 -0.2504 -0.2375 -0.0907
C 0.752 -4.875 -1.283 0.9497 -0.6369 -1.0185
S -0.950 -4.961 -1.735 -1.5939 0.1907 -0.8036
C -1.054 -3.821 -3.094 0.6395 -0.5804 -0.8787
C -1.618 -2.537 -3.035 0.8035 0.3061 0.3943
S -2.363 -1.872 -1.647 -2.2462 -1.0714 -1.7919
S -1.252 -1.511 -4.374 -0.7416 -0.4404 0.4594
C -0.562 -2.700 -5.433 0.0380 0.1494 0.9148
S -0.155 -2.223 -6.916 0.2843 -0.3693 -0.5974
S -0.337 -4.247 -4.640 -0.4517 0.3054 0.6393
H 1.026 -5.854 -0.883 0.0975 0.0341 -0.3434
H 0.880 -4.171 -0.514 0.2195 1.1118 0.9370
H 1.334 -4.600 -2.175 0.0978 -0.3461 0.4920
O -0.786 2.795 -3.221 -0.5765 -0.7072 1.5350
H -0.030 2.376 -3.620 0.5655 -0.1300 -0.3600
H -0.864 2.319 -2.350 0.0452 0.8377 -1.1682
```
Positions in Å, forces in eV/Å.

Summary:
Frontier orbital gap (alpha / beta): 7.1 / 4.5 eV
⟨S²⟩: 6.0526
Total charge: +1
Energy above the lowest of the compared OMol25 structures with the same formula, charge and spin: 24.2 kJ/mol
2S+1: 5
E_LUMO (alpha / beta): -3.851 / -6.580 eV
HOMO energy (alpha / beta): -0.403 / -0.407 Eh
Calculated total energy: -5299.81000 Eh